[1]
{
  "formula": "C28H32IrN2O6",
  "method": "ωB97M-V/def2-TZVPD",
  "symbols": ["Ir", "C", "C", "O", "C", "C", "O", "C", "C", "O", "C", "C", "O", "H", "H", "H", "H", "H", "H", "H", "H", "H", "H", "H", "H", "H", "H", "H", "H", "C", "C", "C", "C", "C", "C", "C", "C", "C", "C", "C", "C", "C", "C", "C", "H", "H", "H", "H", "H", "H", "H", "H", "H", "H", "N", "C", "C", "C", "C", "C", "N", "H", "H", "H", "H", "H", "H", "O", "O"],
  "xyz": [[-1.791980, -0.434612, 0.323113], [-3.857192, -0.604520, 2.546291], [-4.462757, -1.690312, 1.646520], [-3.513224, -2.123171, 0.660573], [-2.923802, -3.399801, 0.972669], [-1.629271, -3.588325, 0.222284], [-0.678548, -2.667206, 0.761036], [0.686866, -2.975746, 0.520275], [1.553366, -2.155164, 1.482568], [0.071507, -0.203228, 1.916296], [-0.258113, -0.503708, 3.289830], [-1.686927, -0.058019, 3.482078], [-2.454629, -0.875864, 2.603950], [-4.295188, -0.648162, 3.546045], [-4.015528, 0.395281, 2.132223], [-5.332049, -1.295548, 1.123151], [-4.778849, -2.550521, 2.235940], [-3.624917, -4.189774, 0.693870], [-2.720702, -3.457443, 2.043575], [-1.765509, -3.410527, -0.849576], [-1.286935, -4.616028, 0.370471], [0.946182, -2.764417, -0.521751], [0.858221, -4.038317, 0.713419], [2.602003, -2.326561, 1.241058], [1.387109, -2.505993, 2.500490], [0.418748, 0.036486, 3.953287], [-0.198389, -1.574991, 3.476107], [-1.814740, 0.999017, 3.229026], [-1.985339, -0.223945, 4.520023], [1.256076, -0.684799, 1.393940], [1.950119, 0.184239, 0.701505], [2.542692, 1.260415, 0.126120], [2.780314, 1.346798, -1.303120], [3.087153, 0.196597, -2.052050], [3.321905, 0.298136, -3.405643], [3.226691, 1.540734, -4.036537], [2.905775, 2.679891, -3.307879], [2.700781, 2.595168, -1.944106], [2.975758, 2.388369, 0.952309], [2.160307, 2.833480, 2.003933], [2.538452, 3.935154, 2.741416], [3.743294, 4.579893, 2.458995], [4.568056, 4.124097, 1.437875], [4.180302, 3.047613, 0.662809], [3.186257, -0.758909, -1.549820], [3.589359, -0.581278, -3.975787], [3.408702, 1.617196, -5.100216], [2.821308, 3.637035, -3.803607], [2.437472, 3.476223, -1.374613], [1.215155, 2.338923, 2.193177], [1.902305, 4.302708, 3.534806], [4.033771, 5.448596, 3.034439], [5.511223, 4.615424, 1.242587], [4.818395, 2.687596, -0.133513], [-0.038447, -0.895433, -2.348302], [-1.327788, -0.696158, -2.771116], [-1.655045, -0.754688, -4.132068], [-2.952547, -0.533997, -4.523055], [-3.923820, -0.262064, -3.558713], [-3.541594, -0.252803, -2.244014], [-2.273551, -0.479628, -1.845178], [0.675585, -0.823211, -3.055068], [0.202937, -0.471775, -1.463543], [-0.877204, -0.965729, -4.853461], [-3.215081, -0.565150, -5.571849], [-4.950619, -0.069558, -3.830404], [-4.262586, -0.071561, -1.458459], [-1.576428, 1.744261, 0.558799], [-0.594873, 1.439284, -0.235396]],
  "forces_ev_per_angstrom": [[0.1, -0.2, -0.2], [-0.1, 0.0, 0.0], [0.0, 0.0, 0.1], [0.1, 0.1, 0.0], [0.0, -0.1, 0.0], [-0.1, 0.1, 0.0], [-0.1, -0.2, 0.1], [0.0, 0.0, 0.0], [-0.1, 0.0, -0.1], [0.0, 0.0, 0.0], [-0.1, 0.0, 0.1], [0.1, 0.0, 0.0], [0.1, 0.1, -0.1], [0.0, 0.0, 0.0], [0.0, 0.0, 0.0], [0.0, 0.0, 0.0], [0.0, 0.0, 0.0], [0.0, 0.0, 0.0], [0.0, 0.0, 0.0], [0.1, 0.0, 0.0], [0.0, 0.0, 0.0], [0.0, 0.0, 0.0], [0.0, 0.0, 0.0], [0.0, 0.0, 0.0], [0.1, 0.0, 0.0], [0.0, 0.0, 0.0], [0.1, 0.0, 0.0], [0.0, 0.0, 0.0], [0.0, 0.0, 0.0], [-0.1, 0.0, -0.1], [-0.2, -0.2, 0.3], [0.6, 0.8, -0.1], [0.0, -0.3, 0.1], [-0.1, 0.0, 0.0], [0.0, 0.0, 0.0], [0.0, 0.0, 0.1], [0.0, 0.0, -0.1], [0.0, 0.0, 0.0], [-0.4, -0.4, -0.1], [0.1, 0.0, 0.2], [-0.1, -0.1, 0.0], [0.0, 0.0, 0.0], [0.1, 0.0, -0.1], [0.1, 0.1, 0.0], [0.0, 0.0, 0.0], [0.0, 0.0, 0.0], [0.0, 0.0, 0.0], [0.0, 0.0, 0.0], [0.0, 0.0, 0.0], [0.0, 0.0, 0.0], [0.0, 0.0, 0.0], [0.0, 0.0, 0.0], [0.0, 0.0, 0.0], [0.0, 0.0, 0.0], [0.0, -0.2, 0.1], [-0.2, 0.0, -0.1], [0.0, 0.0, 0.0], [0.1, 0.0, 0.0], [0.0, 0.0, 0.0], [-0.1, 0.0, 0.0], [0.3, 0.0, 0.3], [0.0, 0.0, 0.0], [0.0, 0.1, 0.0], [0.0, 0.0, 0.0], [0.0, 0.0, 0.0], [0.0, 0.0, 0.0], [0.0, 0.0, 0.0], [-0.1, 0.3, -0.2], [0.0, 0.0, 0.1]],
  "total_charge": 2,
  "lumo_energy_ha": [-0.234, -0.332],
  "gap_ev": [7.0, 4.5],
  "spin_multiplicity": 6
}



[2]
{
  "formula": "C28H32N3O12TeY",
  "method": "ωB97M-V/def2-TZVPD",
  "symbols": ["Y", "C", "C", "O", "C", "C", "O", "C", "C", "O", "C", "C", "O", "C", "C", "O", "H", "H", "H", "H", "H", "H", "H", "H", "H", "H", "H", "H", "H", "H", "H", "H", "H", "H", "H", "H", "Te", "C", "C", "C", "C", "C", "C", "C", "C", "C", "C", "C", "C", "H", "H", "H", "H", "H", "H", "H", "H", "H", "H", "O", "N", "O", "C", "C", "C", "C", "O", "C", "C", "N", "O", "O", "N", "O", "O", "H", "H"],
  "xyz": [[-14.711485, 2.490535, 12.973924], [-16.406087, 5.176003, 12.857442], [-16.734573, 4.766761, 14.264922], [-15.867495, 3.720648, 14.688849], [-16.383539, 2.874157, 15.790070], [-15.311790, 1.922655, 16.181165], [-14.914854, 1.271486, 14.985154], [-14.537961, -0.108057, 14.994316], [-14.736377, -0.624789, 13.625584], [-14.217135, 0.327588, 12.648429], [-14.334492, -0.103901, 11.281877], [-15.618631, 0.324012, 10.653821], [-15.798730, 1.738472, 10.923381], [-16.840227, 2.478880, 10.332001], [-16.544597, 3.937086, 10.699534], [-16.292776, 3.968116, 12.117666], [-15.487243, 5.771762, 12.805379], [-17.209388, 5.762454, 12.441860], [-17.767755, 4.348762, 14.266633], [-16.691057, 5.609958, 14.945392], [-17.264086, 2.330805, 15.465993], [-16.701050, 3.531291, 16.627232], [-15.807774, 1.201636, 16.843628], [-14.483419, 2.490899, 16.635475], [-15.203059, -0.676742, 15.687654], [-13.502687, -0.151856, 15.335081], [-15.810651, -0.757500, 13.404994], [-14.195418, -1.544787, 13.552383], [-14.292397, -1.216986, 11.237403], [-13.506004, 0.281168, 10.711783], [-16.519891, -0.173943, 11.048959], [-15.571296, 0.130936, 9.546374], [-17.804582, 2.207008, 10.752727], [-16.863644, 2.300072, 9.283711], [-17.408692, 4.598384, 10.472993], [-15.686211, 4.289298, 10.177020], [-18.556242, 0.560184, 13.502006], [-20.367471, 0.436694, 12.460702], [-20.731766, -0.752638, 11.829521], [-21.885320, -0.818532, 11.095203], [-22.687778, 0.305064, 10.989497], [-22.323041, 1.504799, 11.574978], [-21.140119, 1.559522, 12.304739], [-19.380636, 0.437126, 15.426278], [-19.294627, -0.798294, 16.078343], [-19.958330, -0.904645, 17.269760], [-20.619493, 0.137263, 17.841336], [-20.677822, 1.385043, 17.215374], [-20.080420, 1.511556, 15.987343], [-20.097979, -1.627556, 11.939594], [-22.144040, -1.734841, 10.601269], [-23.621779, 0.166285, 10.496221], [-22.978963, 2.384262, 11.488522], [-20.804338, 2.514170, 12.736032], [-18.804589, -1.675245, 15.713235], [-19.882139, -1.886206, 17.821654], [-21.094603, 0.051093, 18.844149], [-21.251957, 2.182896, 17.665421], [-20.199027, 2.412221, 15.412478], [-7.386996, 4.422753, 10.014303], [-8.104810, 4.806637, 10.901486], [-7.925843, 5.689286, 11.717617], [-9.414025, 4.158436, 10.994448], [-9.833784, 3.164726, 10.105063], [-11.099794, 2.672661, 10.321498], [-11.986132, 3.076071, 11.358411], [-13.186233, 2.641276, 11.440383], [-11.418302, 3.914723, 12.265026], [-10.152666, 4.484490, 12.070878], [-11.999395, 4.295915, 13.499774], [-13.081197, 3.730156, 13.842977], [-11.428803, 5.058941, 14.209393], [-11.580357, 1.514022, 9.595374], [-12.555571, 1.653292, 8.893705], [-11.007065, 0.465443, 9.821485], [-9.258412, 2.777478, 9.292596], [-9.687133, 5.142899, 12.802990]],
  "forces_ev_per_angstrom": [[-0.4, 0.5, -0.4], [0.4, 0.4, 0.0], [-1.6, -0.5, 0.2], [0.3, -0.9, 0.5], [-0.6, 1.7, -0.1], [-0.2, 0.4, 0.7], [-0.1, 0.2, -0.9], [-0.1, 0.2, 1.4], [-0.8, 0.1, -1.0], [0.0, -0.7, 0.6], [0.0, -1.6, -0.4], [-1.5, 0.4, -1.1], [1.2, -0.5, 0.9], [-0.4, 0.7, 1.0], [-1.3, 0.1, -0.2], [0.4, -0.8, -0.2], [0.0, -0.2, -0.1], [-0.3, 0.4, 0.0], [0.5, 0.3, 0.0], [0.1, 0.2, 0.1], [-0.2, 0.0, -0.4], [0.4, -0.4, -0.4], [0.6, 0.1, 0.2], [0.0, -0.7, 0.0], [0.6, 0.3, -0.4], [0.0, -0.3, 0.0], [0.4, -0.2, 0.1], [0.2, -0.7, -0.4], [0.1, 0.7, 0.1], [0.3, 0.2, 0.2], [0.4, -0.1, 0.0], [0.0, 0.3, 1.0], [-0.2, -0.3, 0.2], [0.0, 0.2, -1.0], [0.5, -0.5, 0.1], [0.8, 0.4, -0.4], [0.2, 0.1, -0.1], [0.3, -0.5, -0.5], [0.9, -0.3, 0.6], [0.0, 0.2, 0.0], [0.0, -0.2, 0.2], [-0.4, 0.3, 0.1], [-0.1, 1.4, 0.1], [0.3, -0.5, 0.0], [-0.4, 1.2, -0.3], [0.5, -2.5, 1.6], [-0.9, 1.3, 1.6], [-0.4, -0.8, 0.3], [0.4, -0.2, -0.7], [-0.1, 0.0, 0.0], [-0.2, -0.3, -0.1], [-0.5, 0.3, -0.5], [0.5, -0.5, 0.0], [-0.3, -0.5, -0.1], [0.4, -0.1, -0.6], [-0.3, 1.2, -0.6], [0.4, -0.2, -0.9], [0.1, 0.1, -0.1], [0.1, 0.4, -0.1], [0.5, 0.2, 0.0], [-0.7, 0.2, 0.0], [0.9, -0.1, -0.5], [0.1, -0.4, -0.3], [-1.1, -0.1, 0.4], [0.3, 0.1, 0.1], [-0.3, -0.8, -1.0], [-0.6, -0.3, 0.0], [1.9, 2.1, 1.1], [0.0, 0.1, 0.6], [0.1, -0.6, -0.2], [-0.1, 0.5, 0.5], [-0.6, 0.2, 0.6], [0.1, -0.4, -0.3], [-0.2, 0.0, -0.2], [-0.1, 0.1, -0.1], [0.5, 0.0, -0.3], [-0.4, -0.1, -0.2]],
  "total_charge": 2,
  "lumo_energy_ha": -0.246,
  "gap_ev": 6.7
}



Question: Number 1 is which compound?
Answer: C28H32IrN2O6